11 unconnected molecules or ions with the total composition C38H72O25 at a distorted geometry, computed with ωB97M-V/def2-TZVPD.

Properties
Net charge: 0
Spin multiplicity: 1
Gap between HOMO and LUMO, eV: 9.47
E_LUMO, Ha: 0.001
M, g/mol: 928.969
Highest occupied orbital energy, eV: -9.44

Last column: Löwdin charge in e.
CARTESIAN COORDINATES (ANGSTROEM)
C1 23.142590 -3.466460 -0.858200  -0.116
O1 22.690930 -2.483480 -0.019200  0.006
C2 22.648380 -2.925480 1.282760  -0.428
O2 23.019670 -4.106560 1.669090  0.037
O3 21.999200 -2.020840 2.096550  -0.003
C3 21.918530 -2.411490 3.462260  -0.074
H1 24.117380 -3.923600 -0.688220  0.105
H2 23.157880 -3.029660 -1.856750  0.094
H3 22.398660 -4.245630 -1.024210  0.102
H4 22.771460 -2.941730 3.885900  0.093
H5 21.096170 -3.110040 3.616740  0.093
H6 21.675650 -1.632120 4.184540  0.091
C4 26.002600 6.625230 5.894950  -0.072
O4 26.813510 6.172270 4.846130  0.012
C5 27.796790 6.981230 4.421670  -0.613
O5 28.146820 8.105370 4.856170  0.077
O6 28.302440 6.402630 3.421360  0.037
C6 29.249650 7.145950 2.687780  -0.031
H7 25.122980 5.985240 5.825810  0.088
H8 25.475660 7.575070 5.804190  0.100
H9 26.386210 6.439880 6.898240  0.100
H10 30.263370 6.803400 2.895460  0.098
H11 29.257790 8.235700 2.710020  0.103
H12 28.957500 6.760480 1.710970  0.100
C7 18.762940 -0.764210 -5.137690  -0.064
O7 17.488030 -0.965670 -4.675250  0.016
C8 17.200680 -2.052380 -4.013050  -0.642
O8 17.961010 -2.888020 -3.561560  0.116
O9 15.903120 -2.178330 -4.074450  0.021
C9 15.351390 -3.268420 -3.365200  -0.044
H13 18.741700 -0.048620 -5.959630  0.098
H14 19.117480 -1.702790 -5.563670  0.102
H15 19.397300 -0.417290 -4.322010  0.104
H16 15.889500 -4.216060 -3.342470  0.097
H17 14.366660 -3.482130 -3.780810  0.094
H18 15.234440 -2.875080 -2.355390  0.101
C10 26.982040 1.543940 1.720140  -0.006
O10 26.590200 2.011300 0.401040  -0.012
C11 26.494880 1.258940 -0.670970  -0.546
O11 26.888490 0.070990 -0.683280  0.078
O12 25.761590 1.970460 -1.599940  -0.020
C12 25.660880 1.362890 -2.897720  -0.047
H19 26.363290 0.708720 2.048240  0.101
H20 27.087830 2.343750 2.453090  0.090
H21 28.029850 1.246200 1.680890  0.088
H22 26.603300 0.890480 -3.174810  0.094
H23 25.479370 2.187910 -3.586560  0.089
H24 24.817370 0.678090 -2.985150  0.093
C13 23.350510 2.521570 -10.216940  -0.013
O13 24.404440 1.939530 -11.055450  -0.012
C14 25.654970 1.729660 -10.641950  -0.625
O14 25.947820 1.935490 -9.475050  0.101
O15 26.324550 1.149240 -11.589110  0.025
C15 27.535470 0.440950 -11.427980  -0.035
H25 23.541430 3.535810 -9.866290  0.092
H26 23.224770 1.822000 -9.390570  0.091
H27 22.363110 2.580450 -10.674850  0.086
H28 28.312250 0.910100 -10.824160  0.099
H29 27.928810 -0.020430 -12.333810  0.097
H30 27.277280 -0.448490 -10.853240  0.095
C16 31.796400 3.092220 7.613400  -0.016
O16 31.147610 3.044160 8.936040  -0.049
C17 31.950910 3.482100 9.984520  -0.493
O17 33.182210 3.688150 9.928190  0.077
O18 31.309710 3.533330 11.194850  -0.049
C18 30.112650 2.822150 11.581310  -0.020
H31 32.146010 2.063220 7.529610  0.089
H32 32.670130 3.743240 7.583640  0.092
H33 31.037930 3.148530 6.832600  0.089
H34 29.417320 3.260590 10.865500  0.091
H35 29.872200 2.957930 12.635750  0.096
H36 30.298080 1.784630 11.303350  0.094
C19 29.886030 4.908960 -6.200560  -0.182
C20 29.211520 5.865180 -5.280110  -0.175
C21 30.391720 6.324730 -4.415830  -0.176
O19 31.394100 5.296240 -4.479020  -0.155
C22 31.008570 4.292340 -5.369290  -0.228
H37 30.310590 5.546660 -6.975920  0.115
H38 29.238320 4.214570 -6.735710  0.117
H39 28.381130 5.529710 -4.658810  0.111
H40 28.834680 6.740200 -5.809670  0.110
H41 30.262550 6.408440 -3.336750  0.117
H42 30.985050 7.156510 -4.795580  0.118
H43 30.610690 3.451020 -4.801870  0.113
H44 31.793740 3.885960 -6.006840  0.117
C23 32.145540 -3.463510 -6.364960  -0.148
C24 31.002120 -2.544590 -6.988980  -0.150
C25 30.451940 -1.804460 -5.790700  -0.180
O20 31.525910 -1.889870 -4.764510  -0.187
C26 32.466530 -3.010550 -4.974280  -0.188
H45 33.113500 -3.533400 -6.861220  0.108
H46 31.628030 -4.413880 -6.234230  0.104
H47 30.137270 -3.018350 -7.453390  0.102
H48 31.421680 -1.855020 -7.721490  0.099
H49 29.519000 -2.222200 -5.412250  0.110
H50 30.338920 -0.739640 -5.994380  0.110
H51 32.275390 -3.757530 -4.203830  0.109
H52 33.423360 -2.540290 -4.747510  0.112
C27 22.252930 5.675470 0.649640  -0.161
C28 21.762800 5.202530 1.978470  -0.196
C29 20.337920 5.605160 2.173530  -0.188
O21 20.064890 6.437370 1.007050  -0.160
C30 21.284180 6.840810 0.313530  -0.173
H53 22.239890 5.037750 -0.234230  0.110
H54 23.277600 6.045990 0.620210  0.107
H55 22.205260 5.646370 2.870290  0.110
H56 21.923120 4.128440 2.071870  0.113
H57 20.294690 6.199480 3.086230  0.108
H58 19.616250 4.794240 2.272110  0.117
H59 21.607420 7.802270 0.712510  0.103
H60 21.071020 7.149890 -0.709770  0.112
O22 27.341560 -1.175200 8.334560  0.101
C31 27.980770 -1.995170 7.704580  -0.483
O23 27.819950 -2.225510 6.379690  0.020
C32 28.873120 -3.018520 5.811220  -0.143
C33 29.848680 -3.128890 6.990930  -0.154
C34 29.057710 -2.857110 8.278040  -0.066
H61 29.243520 -2.441460 4.963930  0.124
H62 28.612420 -3.987420 5.385350  0.121
H63 30.747330 -2.520690 6.887830  0.117
H64 30.137010 -4.173050 6.869730  0.106
H65 29.677340 -2.285580 8.969060  0.126
H66 28.665730 -3.765410 8.735690  0.131
O24 32.935210 -0.089830 2.288370  0.086
C35 33.231720 0.631520 1.351320  -0.578
O25 34.114950 0.301670 0.540370  0.078
C36 34.418920 1.297770 -0.471490  -0.088
C37 33.736930 2.524870 0.141670  -0.173
C38 32.693350 2.022420 1.106730  -0.065
H67 34.039400 1.107120 -1.475350  0.131
H68 35.496770 1.408410 -0.352820  0.129
H69 33.425710 3.092390 -0.735360  0.114
H70 34.417000 3.162770 0.706180  0.116
H71 31.673020 1.960260 0.728360  0.127
H72 32.722320 2.738950 1.927610  0.124

Forces on the atoms, in the same order (eV/Å):
C 0.1 -1.5 -3.3
O -0.2 0.5 4.0
C -0.1 -3.9 1.6
O -1.4 5.7 -1.8
O 1.6 -0.8 -1.2
C -0.7 -1.3 1.4
H -0.1 0.3 0.6
H 0.4 0.4 0.1
H 0.0 -0.3 0.7
H 0.4 0.2 -0.7
H -0.1 -0.2 -0.5
H 0.2 0.8 -0.9
C -2.2 -0.8 0.9
O 0.5 0.9 0.2
C -0.6 3.8 3.2
O -1.4 -3.1 -0.6
O 1.2 -0.8 -1.5
C 0.8 -0.8 -2.0
H 0.1 -0.5 0.1
H 1.1 0.6 -0.3
H 0.5 0.4 -0.2
H -0.1 -0.1 0.3
H -0.7 -0.2 0.5
H 0.7 0.6 -0.5
C 1.7 -0.3 -0.5
O -1.5 1.3 0.0
C 1.1 -2.0 -0.2
O -0.1 1.1 -0.1
O -1.1 -0.4 -0.3
C -1.0 -0.1 1.0
H -0.2 0.2 0.3
H 0.5 0.0 0.2
H 0.3 0.0 -0.2
H 0.6 0.5 -0.3
H 0.1 0.3 -0.1
H -0.2 -0.6 0.3
C 1.3 -0.7 -0.9
O -0.3 1.9 1.1
C -0.3 -3.2 0.8
O -1.1 3.3 -1.1
O 1.3 -1.4 0.8
C 0.2 0.4 -0.3
H 0.0 0.2 0.0
H -1.1 0.5 -0.5
H 0.0 -0.7 -0.3
H -0.2 -0.2 0.1
H 0.0 0.0 0.1
H 0.2 -0.1 0.4
C 0.8 -0.8 0.9
O -1.5 0.8 -1.8
C -1.7 0.1 3.6
O 1.0 -0.1 -1.1
O 0.5 0.3 -2.2
C 0.2 -1.6 1.8
H 0.6 -0.2 0.0
H 0.1 0.4 0.3
H 0.6 -0.4 -1.1
H -0.2 0.6 -0.4
H -0.4 1.0 -0.5
H 0.0 -0.1 0.3
C 0.1 -2.0 1.0
O 1.1 1.8 1.1
C 1.9 -1.2 0.4
O -4.1 -0.2 -0.3
O 1.8 0.6 -0.3
C 0.5 0.2 -2.6
H 0.5 0.0 -0.3
H -0.5 0.3 0.0
H 0.0 0.8 0.4
H -1.0 -0.5 0.7
H 0.4 0.3 -0.3
H -0.4 -0.2 0.4
C 0.2 -0.3 -1.1
C -0.3 1.6 1.1
C 1.4 -0.5 0.4
O 0.8 -0.6 -0.1
C -1.3 -0.7 -0.4
H 0.4 -0.2 -0.2
H 0.0 -0.2 0.3
H 0.2 -0.5 -0.1
H -0.1 -0.1 -0.1
H -0.8 0.6 -0.1
H -0.9 0.7 0.0
H -0.1 -0.3 0.1
H 0.4 0.4 0.2
C -1.0 -0.8 -0.5
C 1.0 0.2 0.3
C 2.2 0.0 1.3
O -0.9 0.1 -0.2
C -2.1 2.4 0.9
H -0.6 -0.3 -0.9
H 0.7 -0.5 -0.4
H 0.5 -0.7 -0.2
H 0.0 0.1 0.1
H 0.1 -0.1 0.1
H -0.2 0.0 0.2
H 0.0 -0.2 -0.1
H 0.3 -0.3 -0.5
C 0.3 2.2 -2.0
C 0.8 -1.7 1.3
C -0.3 1.2 -1.4
O -0.5 0.0 -0.2
C -0.6 -0.1 1.8
H -0.4 -0.9 0.6
H 0.1 0.0 0.5
H 1.2 0.1 -0.5
H -0.1 -0.1 0.1
H -0.4 0.2 0.0
H -0.1 0.1 -0.5
H 0.3 0.0 0.7
H -0.2 -1.1 -0.3
O 0.4 -0.9 -1.2
C -1.2 1.0 1.2
O -1.0 0.1 -0.1
C 0.6 1.5 0.5
C 0.8 -2.0 -0.8
C 1.1 0.1 -1.3
H 0.2 0.1 0.1
H -0.8 0.0 0.5
H -0.2 0.1 0.0
H 0.7 0.0 0.8
H -0.4 -0.2 0.2
H -0.1 0.2 0.0
O -0.2 0.4 -0.5
C -3.3 0.4 5.1
O 3.2 -2.0 -4.3
C 0.3 0.9 2.3
C 0.3 1.1 -1.7
C 0.1 0.6 -0.7
H 0.2 -0.7 0.3
H 0.0 -0.1 -0.9
H -0.5 0.5 0.4
H 0.3 -0.2 -0.2
H 0.0 0.0 -0.1
H -0.4 -0.8 0.5